Density functional theory data (ωB97M-V with the def2-TZVPD basis set) for a structure of composition C5H15N2 in a non-equilibrium geometry.

Last column: Mulliken charge in e.
Geometry (Å):
C1 -1.691 1.132 -0.232  -1.1310
C2 0.705 0.108 1.523  -1.0023
C3 1.323 -1.319 -0.455  -1.0887
C4 1.297 1.081 -0.556  -1.0886
C5 -1.064 -0.182 -0.450  0.3686
N1 -1.691 -1.236 0.207  -0.4109
N2 0.566 -0.098 0.083  -0.1780
H1 -2.736 1.211 -0.618  0.4091
H2 -1.223 1.772 -0.992  0.3552
H3 -1.441 1.449 0.854  0.2476
H4 0.026 1.002 1.878  0.3234
H5 0.392 -0.810 1.907  0.4875
H6 1.732 0.286 1.778  0.4018
H7 2.159 -1.413 0.052  0.4101
H8 0.768 -2.178 -0.399  0.3819
H9 1.346 -1.043 -1.445  0.5210
H10 2.363 1.043 -0.254  0.3969
H11 1.246 0.964 -1.559  0.4702
H12 0.834 1.994 -0.145  0.4712
H13 -0.848 -0.470 -1.808  0.2610
H14 -1.604 -2.235 -0.105  0.2034
H15 -2.461 -1.057 0.734  0.1907

Computed properties:
* ΔE to the lowest compared entry with this formula, charge and spin: 69.6 kcal/mol
* orbital gap: 11.3877 eV
* total charge: +1
* E_HOMO: -14.104 eV
* total energy: -8399.6601 eV



Density functional theory data (ωB97M-V with the def2-TZVPD basis set) for a cluster of 2 separate species, C5H15N2 in total.

Last column: Mulliken charge in e.
Geometry (Å):
C1 -0.366 -0.381 -2.138  -1.2767
C2 0.175 -1.578 -1.359  -0.2544
C3 0.415 -1.273 0.121  -0.0718
C4 1.034 -2.448 0.867  -1.4364
H1 -1.306 -0.090 -1.662  0.3242
H2 -0.426 -0.575 -3.203  0.3699
H3 0.326 0.471 -2.048  0.2396
H4 1.134 -1.872 -1.787  0.3431
H5 -0.538 -2.403 -1.415  0.3567
H6 -0.505 -0.980 0.640  0.2315
H7 1.113 -0.422 0.128  0.1855
H8 0.357 -3.297 0.777  0.3422
H9 1.264 -2.240 1.909  0.3803
H10 1.986 -2.718 0.410  0.3435
N1 -0.588 2.998 2.153  -0.3200
C5 -0.209 2.607 0.956  0.2914
N2 -0.914 1.905 0.124  -0.2213
H11 -1.484 2.780 2.547  0.2339
H12 0.097 3.475 2.706  0.2535
H13 0.787 2.908 0.659  0.3520
H14 -0.528 1.583 -0.759  0.1053
H15 -1.824 1.550 0.372  0.2279

Computed properties:
* ΔE to the lowest compared entry with this formula, charge and spin: 6.3 kcal/mol
* orbital gap: 10.7884 eV
* total charge: +1
* E_HOMO: -14.466 eV
* total energy: -8402.4019 eV



Density functional theory data (ωB97M-V with the def2-TZVPD basis set) for the ion C5H15N2 with charge +1 in a non-equilibrium geometry.

Last column: Mulliken charge in e.
Geometry (Å):
N1 1.002 1.490 -1.462  -0.5918
C1 -0.325 1.853 -0.939  -0.7576
C2 -1.250 0.631 -0.635  -0.4676
C3 -1.166 0.134 0.801  -0.7578
C4 0.281 -0.142 1.239  -0.5710
C5 1.059 -1.122 0.395  -0.8030
N2 0.345 -2.465 0.385  -0.2308
H1 1.679 1.834 -0.784  0.2399
H2 1.214 2.127 -2.224  0.2876
H3 -0.322 2.517 -0.070  0.3174
H4 -0.923 2.392 -1.661  0.4238
H5 -0.916 -0.154 -1.336  0.1911
H6 -2.245 0.851 -1.023  0.4269
H7 -1.531 0.907 1.469  0.3480
H8 -1.773 -0.763 0.944  0.3395
H9 0.233 -0.443 2.289  0.4071
H10 0.814 0.805 1.130  0.3216
H11 2.003 -1.286 0.903  0.3521
H12 1.222 -0.801 -0.625  0.4872
H13 1.008 -3.212 0.288  0.3592
H14 -0.317 -2.581 -0.382  0.3385
H15 -0.091 -2.571 1.300  0.3397

Computed properties:
* ΔE to the lowest compared entry with this formula, charge and spin: 19.3 kcal/mol
* orbital gap: 9.6209 eV
* total charge: +1
* E_HOMO: -13.182 eV
* total energy: -8401.8376 eV
* structure (SMILES): NCCCCC[NH3+]



Density functional theory data (ωB97M-V with the def2-TZVPD basis set) for the ion C5H15N2 with charge +1 in a non-equilibrium geometry.

Last column: Mulliken charge in e.
Geometry (Å):
C1 2.744 0.044 0.043  -1.1686
C2 1.528 -0.444 -0.625  -0.3031
N1 0.465 0.696 -1.010  -0.4126
C3 -1.088 -0.245 -0.986  -0.8758
N2 -1.746 -0.237 0.147  0.0779
C4 -1.362 -0.983 1.391  -0.9544
C5 -2.208 1.134 0.472  -1.0036
H1 3.181 0.955 -0.481  0.2943
H2 2.421 0.222 1.111  0.2638
H3 3.628 -0.502 0.089  0.4141
H4 1.445 -0.861 -1.555  0.5677
H5 1.039 -1.099 0.103  0.1702
H6 0.625 1.026 -1.960  0.3176
H7 0.379 1.414 -0.280  0.3367
H8 -1.461 0.415 -1.697  0.5007
H9 -0.658 -1.154 -1.281  0.6379
H10 -1.150 -2.003 0.922  0.3395
H11 -0.531 -0.518 1.931  0.3492
H12 -2.193 -0.945 2.057  0.3974
H13 -1.528 1.921 0.093  0.3181
H14 -3.271 1.274 0.236  0.3028
H15 -2.108 1.305 1.508  0.4298

Computed properties:
* ΔE to the lowest compared entry with this formula, charge and spin: 64.2 kcal/mol
* orbital gap: 11.0326 eV
* total charge: +1
* E_HOMO: -13.913 eV
* total energy: -8399.8921 eV
* structure (SMILES): CC[NH2+]CN(C)C



Density functional theory data (ωB97M-V with the def2-TZVPD basis set) for a cluster of 2 separate species, C5H15N2 in total in a non-equilibrium geometry.

Last column: Mulliken charge in e.
Geometry (Å):
C1 0.173 -1.472 0.056  -0.4806
N1 -1.028 -0.917 0.427  -0.2056
C2 -4.185 0.342 -0.339  -0.9158
C3 1.407 -0.475 0.349  0.3898
N2 1.050 0.814 -0.274  -0.4021
C4 1.806 1.961 0.253  -0.9382
C5 2.628 -0.991 -0.410  -1.3357
H1 0.360 -2.392 0.596  0.4848
H2 -0.156 -1.124 -0.976  0.3396
H3 -1.389 -1.334 1.308  0.2885
H4 -4.420 0.908 -1.233  0.2631
H5 -5.121 0.204 0.193  0.2876
H6 -3.763 -0.618 -0.631  0.1664
H7 1.504 -0.363 1.429  0.4356
H8 0.057 0.973 -0.095  0.2369
H9 -3.495 0.884 0.303  0.2004
H10 2.779 2.109 -0.207  0.2803
H11 1.879 1.996 1.340  0.3565
H12 1.212 2.825 -0.037  0.3854
H13 3.567 -0.484 -0.211  0.3544
H14 2.383 -0.774 -1.453  0.4112
H15 2.752 -2.072 -0.387  0.3972

Computed properties:
* ΔE to the lowest compared entry with this formula, charge and spin: 153.0 kcal/mol
* orbital gap: 5.5013 eV
* total charge: +1
* E_HOMO: -14.031 eV
* total energy: -8396.0414 eV



Q: Among the records above, which one has the lowest orbital gap?
A: number 5